[1]
ORCA calculation (the ωB97M-V functional and the def2-TZVPD basis) on a structure of composition C61H45Cl2O2OsP3Si.

Each line ends with the Löwdin charge.
Atoms and positions in Å:
Os (-0.158, -0.200, 0.204)  0.940
C (-1.902, 1.823, -4.950)  -0.054
C (-1.638, 2.950, -4.181)  -0.044
C (-1.568, 2.852, -2.798)  -0.052
C (-1.752, 1.613, -2.188)  -0.362
C (-1.997, 0.477, -2.965)  -0.122
C (-2.088, 0.588, -4.343)  -0.084
P (-1.755, 1.415, -0.403)  0.966
C (-3.482, 1.087, 0.028)  -0.360
C (-4.473, 1.122, -0.948)  -0.087
C (-5.808, 0.977, -0.585)  -0.074
C (-6.151, 0.789, 0.743)  -0.078
C (-5.160, 0.736, 1.718)  -0.075
C (-3.832, 0.880, 1.360)  -0.102
C (-1.465, 3.041, 0.345)  -0.385
C (-2.459, 4.019, 0.394)  -0.056
C (-2.198, 5.222, 1.029)  -0.040
C (-0.957, 5.445, 1.622)  -0.042
C (0.026, 4.469, 1.567)  -0.071
C (-0.221, 3.255, 0.921)  -0.315
Si (1.007, 1.886, 0.701)  0.526
C (2.104, 2.399, -0.706)  -0.276
C (2.577, 3.697, -0.931)  -0.061
C (3.442, 3.951, -1.982)  -0.044
C (3.853, 2.912, -2.817)  -0.042
C (3.383, 1.628, -2.610)  -0.061
C (2.499, 1.388, -1.557)  -0.359
P (1.863, -0.251, -1.134)  1.018
C (1.451, -1.017, -2.705)  -0.329
C (0.921, -0.241, -3.734)  -0.087
C (0.665, -0.823, -4.967)  -0.059
C (0.899, -2.175, -5.165)  -0.036
C (1.392, -2.962, -4.130)  -0.045
C (1.667, -2.387, -2.903)  -0.088
C (3.364, -1.045, -0.497)  -0.311
C (3.617, -1.140, 0.864)  -0.080
C (4.851, -1.582, 1.317)  -0.048
C (5.835, -1.946, 0.409)  -0.051
C (5.578, -1.877, -0.953)  -0.048
C (4.349, -1.424, -1.409)  -0.078
C (2.035, 1.542, 2.219)  -0.282
C (3.223, 2.192, 2.552)  -0.056
C (3.931, 1.828, 3.688)  -0.042
C (3.442, 0.835, 4.530)  -0.043
C (2.259, 0.181, 4.220)  -0.068
C (1.589, 0.512, 3.044)  -0.379
P (0.038, -0.287, 2.547)  1.019
C (-1.095, 0.474, 3.746)  -0.318
C (-1.498, 1.803, 3.620)  -0.093
C (-2.179, 2.425, 4.653)  -0.041
C (-2.456, 1.729, 5.823)  -0.046
C (-2.057, 0.409, 5.954)  -0.046
C (-1.379, -0.224, 4.921)  -0.068
C (0.064, -2.039, 2.967)  -0.359
C (1.244, -2.750, 3.174)  -0.078
C (1.197, -4.117, 3.405)  -0.044
C (-0.023, -4.781, 3.425)  -0.046
C (-1.202, -4.080, 3.211)  -0.050
C (-1.160, -2.715, 2.974)  -0.106
H (-1.966, 1.911, -6.027)  0.119
H (-1.503, 3.912, -4.658)  0.117
H (-1.379, 3.736, -2.202)  0.110
H (-2.153, -0.487, -2.488)  0.113
H (-2.303, -0.287, -4.941)  0.120
H (-4.219, 1.279, -1.987)  0.104
H (-6.577, 1.012, -1.346)  0.117
H (-7.191, 0.681, 1.022)  0.117
H (-5.426, 0.581, 2.755)  0.116
H (-3.074, 0.836, 2.122)  0.074
H (-3.435, 3.837, -0.042)  0.121
H (-2.965, 5.985, 1.074)  0.118
H (-0.765, 6.379, 2.134)  0.118
H (0.983, 4.648, 2.048)  0.115
H (2.262, 4.513, -0.289)  0.105
H (3.797, 4.958, -2.160)  0.117
H (4.536, 3.111, -3.633)  0.118
H (3.701, 0.828, -3.269)  0.112
H (0.742, 0.817, -3.587)  0.111
H (0.288, -0.213, -5.778)  0.115
H (0.705, -2.620, -6.133)  0.120
H (1.571, -4.018, -4.286)  0.118
H (2.091, -2.989, -2.110)  0.101
H (2.852, -0.873, 1.571)  0.060
H (5.044, -1.637, 2.381)  0.113
H (6.800, -2.287, 0.759)  0.117
H (6.336, -2.174, -1.665)  0.117
H (4.168, -1.374, -2.475)  0.107
H (3.608, 2.981, 1.914)  0.111
H (4.865, 2.321, 3.924)  0.118
H (3.984, 0.569, 5.429)  0.118
H (1.874, -0.585, 4.884)  0.117
H (-1.276, 2.361, 2.727)  0.072
H (-2.485, 3.457, 4.547)  0.117
H (-2.978, 2.218, 6.635)  0.118
H (-2.266, -0.135, 6.866)  0.117
H (-1.072, -1.253, 5.041)  0.104
H (2.201, -2.246, 3.163)  0.094
H (2.116, -4.663, 3.575)  0.118
H (-0.054, -5.847, 3.613)  0.119
H (-2.153, -4.596, 3.223)  0.122
H (-2.084, -2.170, 2.808)  0.122
Cl (-2.814, -7.173, -0.598)  0.733
C (-2.462, -5.498, -0.393)  -0.652
C (-3.524, -4.584, -0.274)  -0.076
C (-3.292, -3.241, -0.104)  -0.551
Cl (-4.627, -2.169, 0.053)  0.841
C (-1.978, -2.731, -0.036)  -0.348
O (-1.755, -1.452, 0.140)  -0.272
C (-0.934, -3.671, -0.151)  -0.133
C (0.407, -3.251, -0.043)  -0.139
O (0.812, -2.099, 0.207)  -0.249
C (-1.177, -5.049, -0.340)  -0.036
H (-4.544, -4.942, -0.319)  0.121
H (1.179, -4.017, -0.181)  0.157
H (-0.345, -5.738, -0.423)  0.129

Forces on atoms 1 to 3 (eV/Å):
Os -0.2 -2.1 -0.7
C 0.0 0.0 0.0
C 0.0 0.0 0.0

Values from the calculation:
Energy = -131330.09926 eV
Molar mass = 1192.2 g/mol
E_HOMO = -13.04 eV
Charge = +2
HOMO-LUMO gap = 6.443 eV



[2]
ORCA calculation (the ωB97M-V functional and the def2-TZVPD basis) on a cluster of 13 separate species, C13H52O13 in total.

Each line ends with the Löwdin charge.
Atoms and positions in Å:
C (-1.186, -2.300, -4.964)  -0.146
O (-0.933, -3.085, -6.147)  -0.129
H (-0.953, -1.244, -5.095)  0.076
H (-2.177, -2.590, -4.616)  0.072
H (-0.571, -2.506, -4.088)  0.062
H (-1.008, -4.036, -6.043)  0.067
C (3.802, -1.986, 4.148)  -0.177
O (3.249, -2.824, 3.180)  -0.124
H (4.790, -2.326, 4.458)  0.082
H (3.843, -1.027, 3.632)  0.080
H (3.183, -1.922, 5.042)  0.074
H (3.860, -3.565, 3.166)  0.071
C (1.592, -5.579, -2.303)  -0.146
O (1.570, -4.533, -1.304)  -0.135
H (0.654, -5.594, -2.859)  0.064
H (2.385, -5.554, -3.050)  0.078
H (1.600, -6.534, -1.777)  0.073
H (0.939, -4.778, -0.622)  0.064
C (-4.962, 1.136, 4.133)  -0.194
O (-5.396, -0.076, 4.654)  -0.109
H (-3.887, 1.267, 4.257)  0.077
H (-5.277, 1.350, 3.112)  0.074
H (-5.460, 1.967, 4.633)  0.070
H (-4.989, -0.290, 5.496)  0.082
C (5.745, -3.800, -0.915)  -0.109
O (5.302, -2.377, -1.101)  -0.142
H (6.706, -3.822, -1.430)  0.069
H (5.927, -4.057, 0.128)  0.065
H (5.103, -4.523, -1.419)  0.064
H (4.382, -2.375, -0.829)  0.050
C (4.790, 2.749, -1.733)  -0.155
O (3.706, 3.655, -1.510)  -0.130
H (5.360, 2.718, -0.805)  0.073
H (4.326, 1.766, -1.816)  0.076
H (5.495, 2.966, -2.535)  0.072
H (2.940, 3.348, -2.001)  0.062
C (-1.220, -3.658, 3.011)  -0.180
O (-0.607, -3.691, 4.261)  -0.113
H (-1.664, -2.664, 2.946)  0.071
H (-0.464, -3.639, 2.227)  0.068
H (-2.003, -4.394, 2.827)  0.085
H (0.105, -3.048, 4.216)  0.068
C (1.964, 3.683, 4.271)  -0.181
O (0.785, 3.005, 4.585)  -0.120
H (2.410, 4.187, 5.129)  0.079
H (2.771, 2.995, 4.020)  0.071
H (1.749, 4.303, 3.401)  0.077
H (0.652, 2.272, 3.980)  0.065
C (-0.501, 0.755, 0.664)  -0.155
O (0.573, 0.353, 1.509)  -0.125
H (-0.356, 1.768, 0.289)  0.078
H (-0.640, 0.079, -0.179)  0.076
H (-1.451, 0.766, 1.198)  0.065
H (0.657, -0.601, 1.572)  0.065
C (-4.668, -3.208, -0.508)  -0.170
O (-3.601, -4.130, -0.555)  -0.129
H (-5.037, -3.130, -1.531)  0.074
H (-5.466, -3.569, 0.141)  0.080
H (-4.305, -2.209, -0.267)  0.077
H (-3.964, -4.820, -1.116)  0.069
C (0.539, 2.641, -5.307)  -0.176
O (-0.046, 2.694, -4.029)  -0.124
H (-0.144, 2.245, -6.058)  0.077
H (0.835, 3.632, -5.650)  0.071
H (1.445, 2.038, -5.238)  0.077
H (-1.000, 2.782, -4.084)  0.071
C (-1.083, 7.272, 0.314)  -0.187
O (-0.122, 8.127, -0.178)  -0.131
H (-0.867, 6.233, 0.062)  0.073
H (-0.827, 7.349, 1.370)  0.076
H (-2.069, 7.637, 0.028)  0.086
H (0.792, 7.856, -0.064)  0.083
C (-4.663, 2.812, -1.143)  -0.150
O (-4.076, 3.311, -2.368)  -0.129
H (-4.145, 3.293, -0.313)  0.069
H (-5.677, 3.136, -0.907)  0.071
H (-4.617, 1.723, -1.166)  0.077
H (-4.444, 4.195, -2.438)  0.065

Forces on atoms 1 to 3 (eV/Å):
C 0.0 -1.5 0.5
O 0.6 1.2 -0.1
H -0.7 -0.1 -0.8

Values from the calculation:
Energy = -40933.14374 eV
Molar mass = 416.5 g/mol
Relative energy (zero: lowest compared OMol25 entry of this formula, charge and spin) = 4.877 eV
E_HOMO = -9.86 eV
Charge = 0
HOMO-LUMO gap = 9.973 eV



[3]
ORCA calculation (the ωB97M-V functional and the def2-TZVPD basis) on a cluster of 2 separate species, C4H8F2N2 in total.

Each line ends with the natural charge from an NBO analysis.
Atoms and positions in Å:
C (0.979, 0.692, 0.894)  -0.100
C (-2.232, 0.089, -0.624)  -0.618
C (0.770, -0.661, 0.956)  -0.087
C (-1.988, -0.544, 0.513)  0.781
N (1.460, 1.358, -0.351)  -0.857
N (1.184, -1.640, 0.018)  -0.857
F (-2.219, 0.038, 1.706)  -0.326
F (-1.591, -1.769, 0.700)  -0.302
H (0.750, 1.428, 1.672)  0.204
H (-2.157, -0.289, -1.625)  0.232
H (1.962, 0.767, -0.947)  0.355
H (-2.673, 1.022, -0.400)  0.226
H (0.860, -1.102, 1.909)  0.198
H (0.815, 1.958, -0.799)  0.369
H (1.261, -1.283, -0.996)  0.379
H (1.064, -2.640, 0.220)  0.403

Forces on atoms 1 to 3 (eV/Å):
C -0.1 -0.1 -2.6
C -0.1 -0.7 1.0
C 2.8 0.8 -0.3

Values from the calculation:
Energy = -12690.48582 eV
Molar mass = 122.1 g/mol
SMILES = C=C(F)F.N/C=C\N
Relative energy (zero: lowest compared OMol25 entry of this formula, charge and spin) = 1.838 eV
E_HOMO = -7.56 eV
Charge = 0
HOMO-LUMO gap = 8.440 eV